(1)
Here is a 2-piece molecular cluster, C3H8OS overall from OMol25. Energies are from ωB97M-V/def2-TZVPD.

Values from the calculation:
gap between HOMO and LUMO: 0.3539 hartree
HOMO level: -0.322 hartree
calculated total energy: -16122.693 eV

Each line ends with the natural charge from an NBO analysis.
Cartesian coordinates (Å):
S  -1.539  -0.670  -1.887  -0.03
H  3.476  0.657  1.418  0.24
C  2.382  0.619  1.428  -0.73
H  1.743  2.175  0.071  0.10
C  -3.009  -1.087  -0.940  -0.74
C  1.887  1.096  0.096  0.45
H  -3.393  -0.217  -0.416  0.21
H  2.031  1.255  2.219  0.22
H  -3.790  -1.431  -1.624  0.23
H  2.100  -0.404  1.678  0.23
O  1.688  0.405  -0.866  -0.52
H  -0.727  -0.454  -0.885  0.12
H  -2.849  -1.944  -0.293  0.22


(2)
Here is the molecule C3H6I2O from OMol25. Energies are from ωB97M-V/def2-TZVPD.

Values from the calculation:
gap between HOMO and LUMO: 0.3505 hartree
HOMO level: -0.350 hartree
calculated total energy: -21456.953 eV

Each line ends with the natural charge from an NBO analysis.
Cartesian coordinates (Å):
H  -0.385  -0.359  -2.136  0.48
H  0.765  -1.657  0.050  0.24
C  -0.235  -1.272  0.252  -0.70
H  0.438  2.130  0.091  0.25
H  -0.965  -1.896  -0.259  0.23
I  -2.404  0.874  0.199  0.04
O  -0.071  0.405  -1.637  -0.74
C  -0.339  0.163  -0.179  0.22
I  2.639  0.648  0.184  0.08
H  0.410  1.166  1.593  0.24
C  0.567  1.137  0.520  -0.57
H  -0.421  -1.339  1.322  0.24


(3)
Here is a 2-piece molecular cluster, C10H15NO2 overall from OMol25. Energies are from ωB97M-V/def2-TZVPD.

Values from the calculation:
gap between HOMO and LUMO: 0.3436 hartree
HOMO level: -0.320 hartree
calculated total energy: -16196.433 eV

Each line ends with the natural charge from an NBO analysis.
Cartesian coordinates (Å):
C  -1.057  -0.685  -2.307  -0.29
H  -1.357  1.359  2.289  0.21
C  -1.930  -2.590  0.921  -0.62
H  0.716  -2.464  0.453  0.21
O  1.025  0.089  -3.189  -0.67
H  -1.220  -3.166  1.546  0.22
H  -1.179  2.141  0.840  0.20
H  -2.621  -3.245  0.335  0.21
H  2.091  -0.669  -0.941  0.22
C  0.289  -1.841  -0.255  -0.20
O  2.041  3.237  1.987  -0.60
C  -1.116  -1.851  -0.273  -0.02
C  -1.756  -1.247  -1.310  -0.20
H  0.387  0.475  0.859  0.23
H  0.331  0.442  -3.783  0.48
C  -0.645  2.101  1.795  -0.62
C  0.971  -0.979  -1.071  -0.27
C  0.645  1.458  1.467  -0.54
H  -2.594  -1.957  1.469  0.22
H  0.742  0.878  2.478  0.23
C  0.314  -0.468  -2.143  0.28
H  -2.854  -1.503  -1.349  0.21
H  -1.574  -0.481  -3.222  0.21
N  2.738  1.880  0.297  -0.84
H  2.568  1.382  -0.577  0.40
H  -0.446  3.076  2.440  0.24
H  3.592  2.341  -0.035  0.40
C  1.901  2.285  1.277  0.68


(4)
Here is an isolated ion of composition C8H18N2 and charge +2 from OMol25. Energies are from ωB97M-V/def2-TZVPD.

Values from the calculation:
gap between HOMO and LUMO: 0.4061 hartree
HOMO level: -0.705 hartree
calculated total energy: -11551.671 eV
charge: +2

Each line ends with the natural charge from an NBO analysis.
Cartesian coordinates (Å):
H  -3.573  -1.585  0.375  0.27
H  2.819  1.407  -1.659  0.24
N  -2.237  2.039  -0.019  -0.58
H  3.460  -1.027  1.183  0.27
H  -1.152  -0.980  -1.658  0.23
C  -3.338  -0.543  0.176  -0.64
H  -3.894  0.046  0.902  0.23
H  -1.527  -2.268  -0.526  0.27
C  -1.830  -0.326  0.301  -0.33
H  -3.692  -0.319  -0.829  0.24
C  -1.410  1.070  0.108  0.34
H  -0.348  1.297  0.077  0.21
C  1.294  -0.351  -0.685  0.27
H  3.077  2.098  -0.039  0.25
C  0.434  -1.464  -0.251  -0.51
H  4.147  0.842  -0.636  0.26
C  -1.046  -1.295  -0.619  -0.38
H  3.157  0.594  1.795  0.26
H  1.883  -0.633  1.871  0.23
H  -1.961  3.013  -0.126  0.46
H  1.100  0.032  -1.684  0.23
H  0.798  -2.339  -0.808  0.31
N  2.270  0.172  -0.042  -0.22
H  -3.244  1.857  0.011  0.45
C  2.703  -0.245  1.270  -0.45
C  3.111  1.186  -0.634  -0.43
H  0.537  -1.710  0.806  0.25
H  -1.539  -0.567  1.338  0.28


(5)
Here is a 2-piece molecular cluster, C7H12O overall from OMol25. Energies are from ωB97M-V/def2-TZVPD.

Values from the calculation:
gap between HOMO and LUMO: 0.3731 hartree
HOMO level: -0.340 hartree
calculated total energy: -9497.988 eV

Each line ends with the natural charge from an NBO analysis.
Cartesian coordinates (Å):
C  0.542  -0.746  -0.128  -0.19
H  4.553  -2.171  0.184  0.20
H  -3.482  0.120  0.452  0.21
H  0.942  -1.458  1.815  0.20
H  -0.535  0.669  1.179  0.22
H  -3.464  0.873  -1.201  0.19
C  -0.707  -0.112  0.443  -0.49
H  2.174  -3.380  0.206  0.22
C  -2.898  0.377  -0.422  -0.40
H  -2.026  4.219  -0.014  0.49
H  -1.250  -0.862  1.024  0.22
H  3.599  -0.635  0.393  0.19
C  -1.596  0.477  -0.612  -0.17
C  2.438  -2.347  0.470  -0.22
O  -1.712  4.241  -0.941  -0.97
C  1.267  -1.423  0.763  -0.20
H  -1.157  3.524  -1.254  0.48
H  -1.067  0.897  -1.509  0.20
H  0.781  -0.531  -1.149  0.21
C  3.598  -1.731  0.302  -0.38


(6)
Here is C13H16I2N2NiO5S6 as an isolated structure from OMol25. Energies are from ωB97M-V/def2-TZVPD.

Values from the calculation:
gap between HOMO and LUMO (alpha / beta): 0.2559 / 0.2517 hartree
HOMO level (alpha / beta): -0.275 / -0.275 hartree
multiplicity: 3
<S²>: 2.005
calculated total energy: -149216.486 eV

Each line ends with the Löwdin spin population.
Cartesian coordinates (Å):
H  -0.622  4.262  -0.995  0.00
I  2.143  -3.216  -4.189  0.00
C  3.120  -2.937  -2.340  0.00
S  1.939  3.230  6.107  0.00
H  -2.322  1.171  3.299  0.00
S  -0.290  -3.400  -0.633  0.00
C  0.498  0.605  3.134  0.01
H  -3.007  0.144  2.043  0.00
O  0.314  -0.968  -1.985  0.04
Ni  1.301  -0.542  -0.251  1.73
N  0.516  1.340  -0.686  0.04
C  1.637  2.166  4.901  0.00
H  4.067  -3.457  -2.385  0.00
H  0.045  -4.992  1.042  0.00
C  0.484  2.595  -0.276  0.00
H  -2.070  1.580  1.580  0.00
C  -0.839  -4.635  0.516  0.00
C  -1.945  2.971  -2.932  0.00
N  -0.392  3.279  -1.042  0.00
C  1.804  0.498  2.869  0.01
S  2.632  -0.384  1.594  0.05
C  -0.925  2.441  -1.988  0.00
H  -2.050  1.200  -3.675  0.00
C  -0.341  1.238  -1.757  0.00
C  -0.474  -0.074  -2.432  0.00
H  -1.306  -5.452  -0.037  0.00
C  1.258  3.203  0.837  0.00
H  -2.543  -3.615  -1.312  0.00
C  -1.885  -2.767  -1.114  0.00
I  3.587  -0.926  -1.862  0.05
H  1.665  4.169  0.533  0.00
H  0.632  3.358  1.717  0.00
H  -1.767  -2.168  -2.018  0.00
H  2.079  2.543  1.110  0.00
C  -2.153  0.768  2.303  0.00
S  -0.713  -0.323  2.257  0.01
H  -1.538  -4.176  1.216  0.00
S  0.049  1.653  4.463  0.00
O  0.347  -2.361  0.280  0.03
O  -2.450  2.119  -3.798  0.00
O  -2.259  4.136  -2.859  0.00
S  2.845  1.420  3.926  0.00
H  -2.258  -2.166  -0.283  0.00
H  2.494  -3.309  -1.539  0.00
O  -1.306  -0.220  -3.339  0.00


| no. | M (g/mol) |
| --- | --- |
| 1 | 92.2 |
| 2 | 311.9 |
| 3 | 181.2 |
| 4 | 142.2 |
| 5 | 112.2 |
| 6 | 785.2 |